ORCA calculation (ωB97M-V/def2-TZVPD) on C48H60N4O2P2STi as an isolated structure at a distorted geometry.

Values from the calculation:
HOMO level: -0.26373 Eh
HOMO-LUMO gap: 7.74 eV
Calculated total energy: -4165.124311 hartree
LUMO level: 0.6 eV
Relative energy (zero: lowest compared OMol25 entry of this formula, charge and spin): 0.0 kcal per mole
Total charge: 0

Geometry as XYZ:
```
118
Properties=species:S:1:pos:R:3:forces:R:3
C 4.44965 0.42394 2.00875 0.04 -0.01 0.02
C -1.42921 4.59841 -1.46010 0.00 0.09 0.05
C -1.79671 -0.13046 -2.67103 0.11 0.08 0.08
C 2.54137 4.00253 1.20932 0.03 0.00 -0.01
C -3.77542 -0.27932 -4.05131 0.14 0.03 -0.01
H 0.61593 6.38399 -0.40422 -0.05 -0.02 -0.04
C -1.69419 4.34807 0.03408 -0.10 0.00 -0.13
H -3.65102 3.77247 -0.62126 0.01 0.00 0.07
C -2.13390 5.66390 0.68713 -0.08 -0.01 -0.06
H -1.50276 -4.20983 1.58103 0.00 -0.01 -0.03
C 0.89069 3.06362 -4.88691 0.02 -0.08 0.01
O 0.20682 -0.28203 1.98544 0.68 -0.90 1.63
H -0.46080 -5.47712 -0.98832 0.03 0.00 -0.03
C -4.82302 -0.28569 -0.48190 -0.02 -0.01 -0.09
H 1.97218 -5.26469 -3.83495 -0.01 0.04 0.00
H -4.88184 -0.20718 1.63992 0.02 0.00 -0.01
C 0.73759 2.56441 3.26410 0.02 0.08 0.02
H -2.60316 2.38607 -0.31977 0.06 0.00 -0.03
H 3.52516 -3.43656 -3.20072 -0.04 0.01 0.01
H 2.28197 6.37656 0.14995 -0.05 -0.01 0.00
C 1.28352 5.97353 0.35031 0.08 -0.02 0.00
H 1.18467 4.47747 -1.88928 -0.03 -0.03 -0.03
H -0.38128 -6.16631 0.63271 0.00 -0.03 0.06
H -2.45373 0.03692 1.89502 0.04 -0.01 0.04
H -2.36910 4.92419 -1.91420 0.05 0.02 0.00
C -1.37632 -2.98625 -0.17583 0.12 0.06 -0.03
S 2.55332 0.35954 0.08738 0.09 0.10 0.13
H -5.64462 -0.41317 -3.03775 0.05 0.00 0.01
H 1.67018 3.06687 3.50419 0.01 0.04 0.03
H -2.54156 5.51058 1.68449 0.01 -0.02 0.03
H 3.46437 4.40069 0.77586 -0.04 -0.02 0.04
C 1.01915 -1.10778 2.68881 -0.30 0.73 -0.67
H 0.97298 6.35265 1.32126 -0.02 -0.01 0.05
H 4.85908 -0.75605 5.16325 -0.01 0.01 -0.03
H -4.21453 -0.32357 -5.04099 0.03 0.01 0.04
H -1.75368 -0.14082 -4.80082 0.00 -0.01 0.02
C 0.59084 0.88517 -3.87757 -0.02 -0.05 0.03
C 4.38466 -0.53761 4.21466 0.00 0.00 -0.05
C -0.38314 -5.22764 0.07809 0.18 0.07 -0.05
H -0.68808 5.37082 -1.65141 0.03 0.01 0.02
H 2.64457 -1.23192 -2.56479 -0.03 0.00 0.00
H -1.34836 -2.62450 -3.26116 0.02 0.03 -0.10
H 2.64318 2.91718 1.25950 -0.06 0.04 -0.03
P -0.17901 3.51931 0.78505 0.03 -0.51 -0.11
H 0.96903 1.71636 2.62867 -0.08 0.07 -0.06
P 0.01548 -0.07667 -2.42690 -0.13 -0.70 -0.03
H 0.33121 2.16673 4.19788 0.04 0.02 -0.02
C 0.94644 -3.17254 0.21835 0.11 -0.10 0.07
C -2.59935 -0.13776 -1.49079 0.03 0.07 0.10
C -4.25726 -0.18100 0.75364 0.06 0.13 0.08
C 3.39302 -3.31261 0.78146 -0.10 -0.04 -0.07
H 1.72614 -6.27276 1.05256 -0.01 -0.03 0.04
O 0.61198 -2.07935 3.25960 -0.21 -0.29 0.26
H -2.47757 -4.78114 0.21452 -0.02 0.00 0.03
H -5.89774 -0.39006 -0.59796 0.08 0.00 0.00
C 0.54008 2.27222 -3.80335 0.04 0.04 -0.11
H -2.12539 -2.32892 0.24041 -0.11 0.15 0.06
C 1.38182 4.44237 0.29592 0.16 0.02 -0.02
C -1.69200 2.97982 3.04203 0.00 0.06 0.02
H 2.54021 -5.60162 -0.35970 0.00 0.00 -0.01
C 3.08655 -0.94392 3.97018 0.04 0.03 -0.02
H 1.05735 -0.78495 -5.15705 -0.02 -0.02 0.02
N 0.85996 -4.53552 0.36036 0.01 -0.06 0.01
H 2.52580 -1.49089 4.71827 0.01 0.02 -0.03
H 2.26135 -1.65350 0.14414 -0.04 0.00 -0.17
C -2.88470 3.36854 0.04845 -0.03 0.06 0.02
H 1.58616 3.07562 -6.91928 -0.01 -0.02 0.02
N 2.18792 -2.64592 0.33479 -0.04 -0.30 0.08
C 1.35569 1.08132 -6.15874 0.02 -0.03 0.06
C -4.00434 -0.25506 -1.64028 -0.14 0.01 -0.04
H -1.34763 6.41302 0.74792 0.07 0.00 -0.02
C -0.28030 -2.79674 -3.24570 0.06 -0.02 -0.17
C 0.58369 -1.76991 -2.88093 -0.09 0.18 -0.07
H 3.90421 -5.19852 1.69265 -0.02 0.00 -0.02
C -2.37247 -0.17516 -3.91075 -0.12 -0.05 -0.21
H 4.99172 0.94518 1.22805 0.00 -0.02 0.03
C 1.80578 4.02703 -1.11885 0.01 0.06 -0.08
H -1.13220 3.67984 -1.96112 -0.01 -0.03 0.02
H 2.83028 4.37887 -1.27963 -0.08 0.00 -0.02
H -3.33940 3.24660 1.02726 0.04 -0.01 0.04
C 2.44628 -0.65432 2.76291 -0.06 0.02 -0.07
H 1.67908 0.60734 -7.07781 -0.02 0.02 0.02
H -0.28368 4.76724 4.39571 0.01 0.02 -0.03
H 0.22548 2.73357 -2.88522 -0.01 0.03 0.16
C -0.13234 4.90409 3.31982 -0.02 -0.08 0.14
N -0.10866 2.01637 0.25559 -0.10 0.03 0.37
C -4.56655 -0.32924 -2.94079 -0.01 0.01 0.08
H 2.52083 -4.36460 2.43226 0.03 -0.01 0.00
H 6.08233 0.49309 3.38766 -0.04 -0.01 -0.02
H 4.04478 -3.53908 -0.07021 0.03 0.01 -0.05
C 1.30340 2.46565 -6.07000 -0.01 0.00 0.00
H 2.45967 4.40409 2.21481 -0.01 0.02 0.04
H -1.68391 2.78594 4.11758 -0.04 0.02 -0.03
H -0.46968 -4.84465 -3.85458 0.00 0.02 0.00
C 3.13272 0.02224 1.73770 0.02 0.15 0.01
C 3.01866 -4.59587 1.48681 -0.05 0.01 0.08
C -0.30751 3.53250 2.65528 -0.03 -0.16 0.15
C -2.01009 -0.00976 -0.19346 -0.38 -0.37 -0.40
H 3.93725 -2.63371 1.44141 0.00 -0.01 0.02
C -2.85628 -0.02463 0.89035 -0.17 -0.17 -0.06
H 0.86824 5.30921 3.19092 0.05 -0.02 -0.02
C 0.21600 -4.05221 -3.57933 0.08 0.06 0.03
H -0.84845 5.64828 2.98498 -0.08 0.04 -0.06
C 5.06423 0.15945 3.22099 -0.04 0.01 -0.05
H -2.94036 6.08527 0.07733 0.04 -0.01 0.03
C 2.05111 -5.34140 0.58965 -0.11 0.09 -0.11
Ti 0.02876 0.20296 0.26746 0.34 1.41 -1.12
H 0.85002 4.14339 -4.80267 -0.01 -0.03 -0.01
C 1.00238 0.29169 -5.07039 0.06 0.07 -0.05
H -1.92778 2.04312 2.53728 0.09 0.02 -0.03
C 2.45500 -3.26389 -3.21301 -0.05 0.04 0.06
N -0.06100 -2.36232 -0.00392 0.02 0.04 -0.05
H 1.80427 2.94545 -1.23575 0.00 -0.05 0.04
H -1.61173 -3.08023 -1.24511 0.03 -0.04 0.16
C -1.52109 -4.33574 0.49471 -0.14 -0.03 0.10
C 1.95526 -2.01630 -2.86247 0.14 -0.05 0.02
C 1.58542 -4.28801 -3.56821 -0.07 0.03 0.04
H -2.49203 3.68981 2.84542 -0.03 0.05 -0.02
```
Positions in Å, forces in eV/Å.